# 1
9
Properties=species:S:1:pos:R:3 method="wB97M-V/def2-TZVPD" e_above_lowest_ev=0.733 e_tot_ha=-2803.3915 max_force_ev_per_a=3.34 homo_energy_ev=-9.9
Br 3.90036 0.25691 -0.00630
O 1.52519 -2.53339 0.14768
C 1.24238 -1.39720 -0.15994
C 0.87780 0.55443 0.13856
C 2.01784 -0.14483 -0.02998
C -0.02420 -0.59017 -0.11638
H 0.51190 1.51358 0.59748
H -0.54243 -0.39981 -0.99946
H -0.92862 -0.83089 0.59380

=====

# 2
10
Properties=species:S:1:pos:R:3 method="wB97M-V/def2-TZVPD" e_above_lowest_ev=4.082 e_tot_ha=-3201.4904 max_force_ev_per_a=3.24 homo_energy_ev="-8.7 / -8.8"
Br 0.27871 2.35223 2.43390
S -1.85402 0.03618 -0.13782
O -2.36954 0.88584 -1.27447
C 0.65825 -0.88946 -0.25639
C -0.53667 -0.91503 -0.86377
C 1.07721 0.18892 0.56830
C 0.24164 1.09997 1.04832
H 1.37267 -1.52833 -0.57492
H -0.91950 -1.58578 -1.73939
H 2.05126 0.35547 0.79624

=====

# 3
12
Properties=species:S:1:pos:R:3 method="wB97M-V/def2-TZVPD" e_above_lowest_ev=2.904 e_tot_ha=-1238.7859 smiles=N#CC(N)(C#N)C(Cl)Cl max_force_ev_per_a=4.04 homo_energy_ev=-11.0
Cl -1.28739 1.75915 -2.54943
Cl -1.95109 1.58467 0.26836
N 1.59177 -0.67849 -2.72565
N 1.44864 3.23311 -0.75529
N 0.62399 -0.08989 0.43113
C 0.29377 0.49904 -0.81573
C 1.06779 2.17486 -0.94275
C 1.02345 -0.07007 -1.91362
C -1.16687 0.79168 -1.05375
H -1.87614 -0.02893 -1.26333
H 1.33664 -0.80347 0.34637
H -0.13962 0.02739 1.18902

=====

# 4
11
Properties=species:S:1:pos:R:3 method="wB97M-V/def2-TZVPD" e_above_lowest_ev=1.072 charge=-1 e_tot_ha=-1548.0237 max_force_ev_per_a=2.28 homo_energy_ev="-2.2 / -2.2"
Cl -0.02094 -0.79920 -2.28428
Cl -1.93827 -1.00535 -0.11308
S 0.71280 2.65713 -0.54329
O -1.77393 2.15462 -1.52766
C 0.58985 -0.90807 1.65022
C 0.73330 -0.87602 0.30914
C -0.33816 -0.49799 -0.58833
C -0.71899 2.18311 -1.04973
H 1.65578 -0.79998 -0.22647
H -0.29971 -1.28063 2.04013
H 1.39827 -0.82760 2.33334

=====

# 5
19
Properties=species:S:1:pos:R:3 method="wB97M-V/def2-TZVPD" charge=-2 e_tot_ha=-2538.9925 max_force_ev_per_a=6.00 homo_energy_ev=-1.1
Cl -2.10718 3.40896 1.42420
Cl -0.82295 1.42210 3.11167
Cl -3.58124 2.19959 3.62483
S -1.23081 -0.88105 -1.00213
F -1.14477 0.26738 -2.22265
O -1.92783 -2.07588 -1.63140
O 2.98647 1.10600 -0.47634
O -2.12186 -0.44914 0.15268
O 0.82338 1.75842 -0.71214
O 2.43117 -2.99196 -0.21637
O 3.86521 -1.59617 -1.33206
N 0.29514 -1.36644 -0.39297
C -2.34488 1.93982 2.37876
C 1.44744 -0.77382 -1.13317
C 1.78612 0.74447 -0.74233
C 2.69540 -1.79899 -0.89784
H 0.37205 -1.25750 0.62806
H 1.26806 -0.80565 -2.27317
H -2.68892 1.14988 1.71234

=====

# 6
13
Properties=species:S:1:pos:R:3 method="wB97M-V/def2-TZVPD" e_above_lowest_ev=0.819 e_tot_ha=-2083.3851 max_force_ev_per_a=2.80 homo_energy_ev=-9.1
Cl -2.41665 2.21987 -0.55406
Cl 1.22020 -0.29451 -1.59046
Cl 1.82930 -2.61310 -0.01295
S 2.24472 1.36095 0.13865
O 1.25514 2.39517 0.00857
O 1.97543 0.48217 1.26849
C -0.49728 -1.33939 0.24956
C 0.69373 -1.36183 -0.36813
C -1.54002 -0.37738 0.00281
C -1.26310 0.94136 -0.21300
H -0.53108 -2.09691 1.15101
H -0.33488 1.41921 -0.12366
H -2.63550 -0.73561 0.04317